Below is 5 unconnected molecules or ions with the total composition C19H52N6O6, with properties calculated with ωB97M-V with the def2-TZVPD basis set.

LUMO level (spin up / spin down)	2.6 / 2.6	eV
net charge	-1
orbital gap (spin up / spin down)	1.7 / 8.7	eV
spin multiplicity	2
DFT total energy	-1534.88547	Eh

Positions of all 83 atoms, in Å:
C -11.29 -4.42 -5.18
O -11.58 -4.34 -3.98
N -12.00 -4.26 -6.25
N -10.18 -5.03 -5.50
H -11.65 -4.51 -7.16
H -12.91 -3.82 -6.24
H -9.91 -4.98 -6.47
H -9.65 -5.28 -4.68
C -18.37 -5.57 -8.98
O -17.55 -5.39 -7.85
C -18.16 -5.70 -6.54
C -17.30 -5.00 -5.43
N -15.86 -5.18 -5.66
C -14.98 -4.70 -4.66
C -14.75 -3.12 -4.79
O -14.31 -2.85 -6.13
C -13.94 -1.49 -6.14
H -18.62 -6.63 -9.06
H -17.73 -5.17 -9.76
H -19.27 -4.95 -8.87
H -18.20 -6.78 -6.42
H -19.18 -5.30 -6.46
H -17.63 -5.51 -4.52
H -17.58 -3.96 -5.26
H -15.74 -4.84 -6.60
H -13.96 -5.08 -4.70
H -15.44 -4.90 -3.69
H -13.88 -2.92 -4.16
H -15.66 -2.64 -4.45
H -13.61 -1.35 -7.17
H -13.04 -1.29 -5.57
H -14.76 -0.80 -5.93
C -14.50 -5.24 -8.94
C -14.66 -5.60 -10.45
C -14.85 -4.38 -11.43
O -16.11 -3.88 -11.31
C -16.38 -2.80 -12.14
N -13.42 -6.35 -10.72
H -14.33 -6.08 -8.27
H -15.15 -4.48 -8.49
H -13.56 -4.70 -8.98
H -15.43 -6.37 -10.58
H -14.62 -4.71 -12.44
H -14.11 -3.58 -11.32
H -16.35 -3.08 -13.19
H -15.78 -1.89 -12.06
H -17.40 -2.52 -11.85
H -13.42 -7.01 -11.49
H -13.17 -6.85 -9.87
C -10.80 -3.89 -10.87
C -9.89 -5.07 -10.55
C -9.97 -5.64 -9.06
O -9.80 -4.62 -8.09
C -8.57 -3.90 -8.09
N -10.34 -6.20 -11.36
H -10.65 -3.38 -11.81
H -10.67 -3.16 -10.07
H -11.81 -4.27 -10.96
H -8.95 -4.59 -10.81
H -9.26 -6.44 -8.89
H -10.98 -5.97 -8.81
H -7.75 -4.54 -7.75
H -8.60 -3.12 -7.33
H -8.23 -3.39 -8.99
H -11.34 -6.35 -11.41
H -9.96 -7.13 -11.18
C -11.35 -9.64 -4.23
C -9.88 -9.61 -4.44
C -9.36 -8.84 -5.75
O -7.92 -8.84 -5.83
C -7.33 -7.95 -6.80
N -9.42 -8.84 -3.31
H -11.96 -10.24 -4.91
H -11.81 -8.69 -4.49
H -11.71 -9.92 -3.24
H -9.43 -10.60 -4.50
H -9.84 -7.86 -5.67
H -9.76 -9.38 -6.61
H -6.24 -8.00 -6.79
H -7.80 -6.98 -6.65
H -7.67 -8.20 -7.81
H -8.42 -8.76 -3.36
H -9.73 -9.09 -2.38

Mulliken population analysis, charges in e, atoms 1 to 6:
1 C 0.2755
2 O -0.7280
3 N 0.6699
4 N -0.0714
5 H -0.2193
6 H 0.2467

=====

Below is a molecular structure, C7H16N2, with properties calculated with ωB97M-V with the def2-TZVPD basis set.

LUMO level (spin up / spin down)	0.1 / 0.6	eV
net charge	0
ΔE to the lowest compared entry with this formula, charge and spin	4.9361	eV
orbital gap (spin up / spin down)	7.0 / 7.9	eV
DFT total energy	-385.65920	Eh

Positions of all 25 atoms, in Å:
C 0.75 1.01 -0.24
C 0.80 2.25 0.58
C 1.94 0.75 -1.11
C 0.34 -1.94 2.03
C -2.20 -0.65 -1.77
N 0.57 -1.24 0.79
C -0.38 0.13 -0.16
N -1.40 0.50 0.75
C -0.79 -0.30 -1.44
H 1.26 -1.70 0.21
H -2.13 -0.19 0.78
H -1.03 0.60 1.69
H -0.03 -0.46 -2.19
H 1.49 2.98 0.16
H 1.15 2.03 1.60
H -0.19 2.70 0.67
H 2.85 0.78 -0.49
H 2.06 1.54 -1.86
H 1.91 -0.21 -1.61
H 0.06 -3.00 1.90
H -0.50 -1.47 2.56
H 1.19 -1.92 2.73
H -2.32 -0.83 -2.84
H -2.53 -1.55 -1.25
H -2.89 0.15 -1.49

natural (NBO) population analysis, charges in e, atoms 1 to 6:
1 C 0.2158
2 C -0.6921
3 C -0.6719
4 C -0.4089
5 C -0.6768
6 N -0.8396

=====

Below is C6H9N3 in the gas phase, with properties calculated with ωB97M-V with the def2-TZVPD basis set.

LUMO level	0.9	eV
net charge	0
SMILES string	[H]/N=C\N1CC=C[C@@H]2CN21
ΔE to the lowest compared entry with this formula, charge and spin	2.3538	eV
orbital gap	9.5	eV
DFT total energy	-398.18894	Eh

Positions of all 18 atoms, in Å:
H -2.07 -1.27 -2.05
N -2.32 -0.26 -2.16
C -1.64 0.52 -1.46
N -0.54 0.25 -0.65
C -0.05 -1.11 -0.52
C 1.35 -1.15 -0.01
C 1.89 -0.12 0.62
C 1.08 1.11 0.92
C -0.20 0.92 1.74
N -0.21 1.24 0.29
H -1.83 1.59 -1.50
H -0.76 -1.72 0.09
H -0.05 -1.55 -1.52
H 1.93 -2.04 -0.10
H 2.92 -0.10 0.99
H 1.59 2.07 1.01
H -0.63 1.75 2.32
H -0.44 -0.12 2.00

natural (NBO) population analysis, charges in e, atoms 1 to 6:
1 H 0.3267
2 N -0.7025
3 C 0.2951
4 N -0.3009
5 C -0.2845
6 C -0.1962

=====

Below is a molecular structure, C48H53GeN2O2P2S2Zn, with properties calculated with ωB97M-V with the def2-TZVPD basis set.

LUMO level (spin up / spin down)	-4.8 / -5.7	eV
net charge	+2
ΔE to the lowest compared entry with this formula, charge and spin	0.0000	eV
orbital gap (spin up / spin down)	7.0 / 7.1	eV
spin multiplicity	2
DFT total energy	-7455.78115	Eh

Positions of all 111 atoms, in Å:
Zn 0.14 -1.31 0.90
C -4.37 -1.44 2.47
C -2.85 -1.53 2.59
C -2.42 -2.14 3.92
C -2.24 -0.15 2.34
C -2.49 0.89 3.45
O -1.17 1.31 3.83
C -0.27 0.69 3.07
N -0.76 -0.17 2.24
C 1.12 1.19 3.26
C 1.26 2.11 4.32
C 2.45 2.78 4.52
C 3.51 2.59 3.66
C 3.39 1.68 2.62
C 2.22 0.95 2.42
P 2.30 -0.29 1.08
C 3.79 -1.25 1.42
C 3.65 -2.44 2.13
C 4.77 -3.17 2.49
C 6.03 -2.73 2.13
C 6.18 -1.55 1.42
C 5.07 -0.80 1.07
C 2.48 0.69 -0.44
C 3.47 0.44 -1.50
C 3.50 1.22 -2.59
C 2.60 2.40 -2.80
C 1.47 2.54 -1.76
C 1.56 1.65 -0.57
H -4.83 -2.40 2.69
H -4.67 -1.13 1.47
H -4.78 -0.71 3.18
H -2.49 -2.17 1.78
H -2.90 -1.65 4.76
H -1.34 -2.08 4.08
H -2.70 -3.19 3.96
H -2.62 0.22 1.38
H -2.97 0.48 4.33
H -3.03 1.77 3.11
H 0.43 2.30 4.97
H 2.53 3.47 5.35
H 4.44 3.13 3.79
H 4.23 1.53 1.96
H 2.66 -2.78 2.42
H 4.65 -4.08 3.06
H 6.91 -3.30 2.41
H 7.17 -1.20 1.14
H 5.20 0.12 0.52
H 4.16 -0.39 -1.41
H 4.23 1.01 -3.36
H 3.24 3.28 -2.89
H 1.35 3.57 -1.40
H 0.87 1.84 0.25
S 0.03 -3.55 1.91
C 0.80 -4.63 0.88
N 0.78 -5.94 1.09
C 1.44 -6.80 0.10
C 2.44 -5.90 -0.62
S 1.75 -4.21 -0.51
H 0.24 -6.31 1.86
H 0.69 -7.20 -0.58
H 1.93 -7.62 0.61
H 2.54 -6.17 -1.66
H 3.42 -5.91 -0.14
C -6.41 1.63 -1.70
C -5.59 1.25 -2.75
C -4.21 1.20 -2.58
C -3.64 1.55 -1.35
C -4.48 1.94 -0.31
C -5.85 1.98 -0.48
Ge -1.71 1.57 -1.04
C -0.73 1.20 -2.75
C 0.38 2.28 -2.86
C 1.53 2.33 -3.94
C 1.63 1.33 -5.04
C 1.36 0.04 -4.90
C 0.94 -0.58 -3.60
C -1.36 3.37 -0.33
C -0.77 3.62 0.91
C -0.65 4.92 1.39
C -1.12 5.99 0.63
C -1.72 5.75 -0.59
C -1.86 4.45 -1.06
H -7.48 1.66 -1.84
H -6.02 1.00 -3.71
H -3.60 0.90 -3.42
H -4.06 2.26 0.64
H -6.49 2.29 0.34
H -0.20 3.19 -2.97
H 1.48 3.32 -4.39
H 1.94 1.70 -6.01
H 1.44 -0.61 -5.76
H 1.12 -1.65 -3.67
H -0.40 2.81 1.52
H -0.18 5.10 2.35
H -1.02 7.00 1.00
H -2.10 6.57 -1.18
H -2.36 4.29 -2.01
C -0.51 -0.27 -3.22
P -1.02 -1.67 -2.17
C -0.80 -3.15 -3.18
C -2.76 -1.69 -1.76
O -0.15 -1.83 -0.92
H -1.13 -0.41 -4.12
H 1.58 -0.23 -2.79
H -1.51 1.58 -3.41
H -1.09 -2.95 -4.21
H -1.44 -3.94 -2.79
H 0.23 -3.49 -3.15
H -3.38 -1.53 -2.65
H -3.02 -0.95 -1.02
H -2.98 -2.69 -1.36

Mulliken population analysis, charges in e, atoms 1 to 6:
1 Zn 2.2991
2 C -1.5369
3 C 0.9714
4 C -1.8351
5 C 1.4753
6 C -0.5328